Record 1
Here is an isolated molecule of C4H9NO2 from OMol25. Energies are from ωB97M-V with the def2-TZVPD basis set.

Each line ends with the Löwdin charge.
CARTESIAN COORDINATES (ANGSTROEM)
C 2.072 1.459 -0.561  -0.250
C 0.677 1.948 -0.225  -0.162
N -0.413 0.708 -0.763  0.083
C -0.997 -0.203 0.188  -0.542
O -1.678 0.170 1.103  0.144
O -0.694 -1.467 -0.105  -0.014
C -1.301 -2.435 0.768  -0.026
H 2.265 1.445 -1.645  0.049
H 2.728 2.247 -0.164  0.063
H 2.441 0.504 -0.140  0.053
H 0.518 1.811 0.858  0.017
H -1.133 1.344 -1.086  0.138
H -0.011 0.212 -1.558  0.149
H -1.086 -3.407 0.325  0.096
H -0.872 -2.362 1.769  0.102
H -2.379 -2.268 0.826  0.099

Calculated values
Highest occupied orbital energy ... -6.889 eV
Relative energy (zero: lowest compared OMol25 entry of this formula, charge and spin) ... 4.289 eV
Calculated total energy ... -362.92791 Ha


Record 2
Here is an isolated molecule of C4H9NO2 in a non-equilibrium geometry from OMol25. Energies are from ωB97M-V with the def2-TZVPD basis set.

Each line ends with the Löwdin charge.
CARTESIAN COORDINATES (ANGSTROEM)
C -1.990 0.914 0.839  -0.089
C -1.757 -0.428 0.146  -0.224
N -0.462 -0.512 -0.511  0.070
C 0.704 -0.918 0.031  -0.572
O 0.961 -1.357 1.126  0.108
O 1.625 -0.728 -1.003  -0.101
C 2.693 0.142 -0.685  -0.075
H -1.842 1.738 0.133  0.071
H -3.010 0.986 1.234  0.072
H -1.290 1.042 1.670  0.075
H -1.819 -1.243 0.876  0.122
H -2.537 -0.612 -0.601  0.113
H -0.174 -0.110 -1.399  0.154
H 3.383 0.117 -1.531  0.091
H 2.335 1.175 -0.550  0.096
H 3.181 -0.206 0.225  0.089

Calculated values
Highest occupied orbital energy ... -9.922 eV
SMILES ... CCNC(=O)OC
Relative energy (zero: lowest compared OMol25 entry of this formula, charge and spin) ... 0.971 eV
Calculated total energy ... -363.04985 Ha


Record 3
Here is an isolated molecule of C4H9NO2 from OMol25. Energies are from ωB97M-V with the def2-TZVPD basis set.

Each line ends with the Löwdin charge.
CARTESIAN COORDINATES (ANGSTROEM)
C 2.105 0.677 -0.209  -0.095
O 1.282 -0.245 0.478  -0.183
C 0.052 0.144 1.062  -0.167
C -1.036 -0.299 0.106  -0.325
C -1.284 -1.775 0.026  -0.036
N -1.577 0.470 -0.755  0.048
O -1.130 1.788 -0.597  -0.083
H 2.432 0.210 -1.147  0.088
H 1.623 1.630 -0.458  0.083
H 2.998 0.872 0.399  0.084
H -0.026 1.209 1.305  0.121
H -0.031 -0.426 1.996  0.127
H -1.684 -2.177 0.965  0.082
H -0.313 -2.255 -0.145  0.085
H -1.960 -2.029 -0.794  0.080
H -1.463 2.223 -1.389  0.091

Calculated values
Highest occupied orbital energy ... -9.462 eV
SMILES ... COC/C(C)=N\O
Relative energy (zero: lowest compared OMol25 entry of this formula, charge and spin) ... 3.429 eV
Calculated total energy ... -362.95952 Ha


Record 4
Here is a structure of composition C4H9NO2 in a non-equilibrium geometry from OMol25. Energies are from ωB97M-V with the def2-TZVPD basis set.

Each line ends with the Löwdin charge.
CARTESIAN COORDINATES (ANGSTROEM)
C -0.885 1.698 0.689  0.159
C -0.288 0.630 -0.565  -0.109
N 1.117 0.320 -0.116  0.064
C 1.406 1.183 1.327  0.194
C 0.192 1.810 1.563  -0.148
H -1.793 2.371 0.808  0.132
H -0.338 1.148 -1.552  0.131
H 1.050 -0.654 0.122  0.049
H 2.328 1.138 1.915  0.121
H 0.038 2.288 2.479  0.083
H -1.057 -0.159 -0.632  0.099
H -0.389 -2.081 -1.149  -0.065
O -0.129 -2.385 0.011  -0.354
H -0.205 -2.115 -2.939  -0.082
H -0.264 -3.341 0.314  0.008
O -0.783 -1.851 -2.274  -0.284

Calculated values
Highest occupied orbital energy ... -7.581 eV
Relative energy (zero: lowest compared OMol25 entry of this formula, charge and spin) ... 7.887 eV
Calculated total energy ... -362.79569 Ha


Record 5
Here is an isolated molecule of C4H9NO2 from OMol25. Energies are from ωB97M-V with the def2-TZVPD basis set.

Each line ends with the Löwdin charge.
CARTESIAN COORDINATES (ANGSTROEM)
C 1.349 -1.401 -1.609  -0.080
C 1.677 -0.373 -0.512  -0.229
N 0.631 0.608 -0.278  0.061
C -0.370 0.343 0.604  -0.589
O -0.419 -0.617 1.348  0.082
O -1.316 1.310 0.556  -0.042
C -2.368 1.137 1.502  -0.060
H 0.267 -1.548 -1.677  0.074
H 1.713 -1.098 -2.595  0.065
H 1.793 -2.374 -1.376  0.070
H 1.823 -0.887 0.440  0.111
H 2.602 0.171 -0.736  0.114
H 0.528 1.413 -0.875  0.145
H -3.057 1.965 1.333  0.091
H -2.874 0.181 1.351  0.094
H -1.978 1.169 2.523  0.095

Calculated values
Highest occupied orbital energy ... -9.720 eV
SMILES ... CCNC(=O)OC
Relative energy (zero: lowest compared OMol25 entry of this formula, charge and spin) ... 0.500 eV
Calculated total energy ... -363.06718 Ha


Record 6
Here is a structure of composition C4H9NO2 from OMol25. Energies are from ωB97M-V with the def2-TZVPD basis set.

Each line ends with the Löwdin charge.
CARTESIAN COORDINATES (ANGSTROEM)
C -2.173 -0.268 -0.700  -0.005
C -0.362 0.337 -0.732  -0.409
O -0.376 1.543 -0.153  -0.166
C 0.357 -0.787 -0.010  -0.071
C 1.869 -0.538 0.046  -0.542
O 2.664 -1.422 -0.217  0.046
N 2.212 0.706 0.451  0.177
H -2.457 -0.705 0.260  0.078
H -1.981 -1.057 -1.424  0.081
H -2.973 0.365 -1.107  0.085
H -0.232 0.311 -1.826  0.148
H -1.518 0.826 -0.302  0.114
H -0.018 -0.835 1.017  0.138
H 0.211 -1.751 -0.497  0.126
H 3.189 0.949 0.449  0.114
H 1.499 1.426 0.499  0.084

Calculated values
Highest occupied orbital energy ... -9.642 eV
Relative energy (zero: lowest compared OMol25 entry of this formula, charge and spin) ... 4.124 eV
Calculated total energy ... -362.93399 Ha


Record 7
Here is the ion C4H9NO2 with charge +1 in a non-equilibrium geometry from OMol25. Energies are from ωB97M-V with the def2-TZVPD basis set.

Each line ends with the Mulliken spin population.
CARTESIAN COORDINATES (ANGSTROEM)
O 1.415 1.205 -0.934  0.429
C 0.492 0.518 -0.497  -0.112
N -0.149 -0.248 -1.478  0.653
C -1.451 -0.935 -1.152  -0.038
O -2.433 -0.008 -0.835  0.085
C 0.257 0.427 1.002  -0.009
C 1.654 0.257 1.672  -0.009
H 0.194 -0.228 -2.418  -0.027
H -1.741 -1.555 -2.044  0.004
H -1.153 -1.470 -0.215  0.030
H -2.252 0.789 -1.407  -0.005
H -0.317 1.256 1.526  -0.011
H -0.343 -0.472 1.198  0.000
H 2.508 0.378 1.005  0.006
H 1.515 0.923 2.595  0.001
H 1.804 -0.835 1.982  0.001

Calculated values
Highest occupied orbital energy (spin up / spin down) ... -16.160 / -16.143 eV
Multiplicity ... 2
Total charge ... +1
Relative energy (zero: lowest compared OMol25 entry of this formula, charge and spin) ... 2.630 eV
Calculated total energy ... -362.66334 Ha


Record 8
Here is the ion C4H9NO2 with charge +1 in a non-equilibrium geometry from OMol25. Energies are from ωB97M-V with the def2-TZVPD basis set.

Each line ends with the Mulliken spin population.
CARTESIAN COORDINATES (ANGSTROEM)
C -0.366 0.541 -1.342  0.004
O -0.003 1.101 -2.638  -0.001
C 0.815 0.005 -0.584  0.015
C 0.513 -0.979 0.613  0.097
C -0.748 -0.741 1.469  -0.016
N -0.828 0.595 1.979  0.077
O -1.547 -1.615 1.687  0.795
H -0.676 1.398 -0.734  0.003
H -0.994 -0.341 -1.529  -0.001
H 0.540 0.408 -3.088  0.000
H 1.409 -0.742 -1.113  0.010
H 1.488 0.908 -0.422  0.003
H 0.587 -1.980 0.150  0.003
H 1.283 -0.794 1.361  0.007
H -0.037 1.114 1.558  -0.003
H -1.436 1.122 2.633  0.006

Calculated values
Highest occupied orbital energy (spin up / spin down) ... -14.354 / -14.347 eV
Multiplicity ... 2
Total charge ... +1
Relative energy (zero: lowest compared OMol25 entry of this formula, charge and spin) ... 2.773 eV
Calculated total energy ... -362.65806 Ha


Record 9
Here is the ion C4H9NO2PS2 with charge -1 in a non-equilibrium geometry from OMol25. Energies are from ωB97M-V with the def2-TZVPD basis set.

Each line ends with the Löwdin charge.
CARTESIAN COORDINATES (ANGSTROEM)
C 1.705 1.737 -1.840  -0.178
N 1.240 1.275 -0.522  -0.121
C 0.185 0.694 -0.253  -0.641
S -1.070 0.400 -1.532  0.750
C -2.661 -0.073 -0.758  -0.422
P -0.472 0.165 1.783  0.218
O -1.815 0.717 2.165  -0.420
O 0.708 0.403 2.622  -0.420
S -0.575 -2.027 1.407  0.515
C 1.242 -2.225 1.312  -0.506
H 2.800 2.195 -1.884  0.092
H 1.039 2.551 -2.222  0.071
H 1.763 0.848 -2.406  0.033
H -3.088 0.892 -0.452  0.026
H -2.483 -0.626 0.147  -0.046
H -3.282 -0.406 -1.552  0.003
H 1.618 -1.975 0.271  0.035
H 1.633 -3.176 1.723  0.017
H 1.516 -1.369 1.991  -0.007

Calculated values
Highest occupied orbital energy ... -4.349 eV
SMILES ... C/N=C(\SC)[P@](=O)([O-])SC
Total charge ... -1
Relative energy (zero: lowest compared OMol25 entry of this formula, charge and spin) ... 0.000 eV
Calculated total energy ... -1500.85883 Ha


Record 10
Here is a cluster of 2 separate species, C4H9NO2S in total in a non-equilibrium geometry from OMol25. Energies are from ωB97M-V with the def2-TZVPD basis set.

Each line ends with the Löwdin charge.
CARTESIAN COORDINATES (ANGSTROEM)
C -1.227 0.047 -1.157  -0.068
C -0.951 -1.385 0.924  -0.081
C -0.638 -0.036 0.235  -0.451
C 0.844 0.262 0.169  -0.577
N 1.311 1.553 -0.111  -0.469
O 2.524 1.737 -0.232  -0.013
O 0.531 2.493 -0.017  0.077
S 1.951 -1.004 -0.456  0.837
H -1.384 -0.932 -1.554  0.072
H -0.544 0.573 -1.787  0.059
H -2.067 0.819 -1.205  0.120
H -0.380 -2.276 0.858  0.050
H -1.219 -1.221 1.944  0.063
H -1.927 -1.736 0.385  0.114
H -1.061 0.659 0.959  0.128
H 1.359 0.563 1.835  0.261
H 2.878 -0.115 -0.789  -0.123

Calculated values
Highest occupied orbital energy (spin up / spin down) ... -9.352 / -9.353 eV
Relative energy (zero: lowest compared OMol25 entry of this formula, charge and spin) ... 7.051 eV
Calculated total energy ... -761.00430 Ha